1.
Formula: C7H12N2O
Source: the Open Molecules 2025 dataset
Level of theory: ωB97M-V/def2-TZVPD

The geometry in XYZ format:
```
22
Properties=species:S:1:pos:R:3:forces:R:3
H -2.618000 4.304893 0.969353 3.455 0.007 -1.811
N -1.602332 4.033094 0.462719 -1.382 1.404 0.753
C -1.279654 3.070253 1.204664 -5.612 -0.420 -0.119
O -2.475414 2.980811 2.191689 2.591 -1.464 -0.115
C -0.671169 1.838724 0.802020 1.808 -0.244 0.762
C -0.005842 0.856212 0.554324 -0.679 0.890 0.214
C 0.830121 -0.323772 0.276398 0.084 -0.085 0.097
C 1.998014 0.051342 -0.653937 0.108 0.028 -0.081
N -0.010945 -1.434505 -0.165509 -0.060 -0.066 0.098
C -0.482819 -1.324063 -1.532756 -0.074 0.064 -0.240
C 0.571464 -2.733115 0.110005 0.138 -0.192 0.000
H -2.679338 2.045186 2.306409 -0.043 -0.152 0.307
H 1.259363 -0.626812 1.245418 -0.144 0.049 -0.233
H 1.638313 0.493581 -1.591785 0.087 -0.101 0.254
H 2.656672 0.775692 -0.157853 -0.184 -0.150 -0.148
H 2.590151 -0.842253 -0.889901 -0.127 0.186 0.053
H 0.311058 -1.503363 -2.284946 -0.162 0.043 0.163
H -1.276355 -2.064036 -1.703322 0.188 0.186 0.063
H -0.905162 -0.325172 -1.710221 0.096 -0.247 0.083
H 0.851499 -2.805039 1.170439 -0.102 0.019 -0.276
H -0.170348 -3.515590 -0.102422 0.186 0.216 0.063
H 1.470723 -2.952067 -0.500784 -0.173 0.031 0.114
```
Positions in Å, forces in eV/Å.

Properties
Structure (SMILES) ... [H]/N=C(\O)C#C[C@H](C)N(C)C
Energy relative to the best compared isomer or geometry (same formula, charge and spin) ... 429.6 kJ/mol
Gap between HOMO and LUMO ... 9.295 eV
Electronic energy ... -458.5252 hartree
LUMO level ... 0.37 eV
HOMO ... -8.9 eV
F_max ... 5.6 eV/Å

Mulliken population analysis, charges in e, atoms 1 to 8:
1 H 0.33
2 N -0.59
3 C 0.42
4 O -0.61
5 C -0.12
6 C -0.37
7 C 0.55
8 C -1.34

2.
Formula: C7H12N2O2
Source: the Open Molecules 2025 dataset
Level of theory: ωB97M-V/def2-TZVPD

The geometry in XYZ format:
```
23
Properties=species:S:1:pos:R:3:forces:R:3
C 0.966135 -0.424094 -1.229619 2.485 0.221 -2.267
C 0.013853 -0.571672 -0.099000 -2.011 -0.465 0.183
C -1.324345 -1.107374 -0.650003 3.620 -1.030 -0.465
C 0.458646 -1.211935 1.207560 2.998 2.934 -1.426
C -0.014938 0.222526 1.196548 -0.622 1.690 -0.311
N 0.997821 1.306187 1.130878 -1.525 -1.572 0.809
C 0.565660 2.542163 0.844001 2.280 0.434 0.755
O -0.561011 2.944687 0.862148 -1.466 0.160 -0.365
H 2.064136 -0.330897 -1.046580 -0.755 0.429 0.772
H 0.777121 0.352623 -2.020102 -0.364 -0.260 1.114
H 1.072193 -1.330464 -1.884904 -0.904 0.180 0.802
H -2.069093 -1.015235 0.062350 -1.614 -0.737 1.359
H -0.921806 -2.078047 -1.022877 -1.519 -0.156 0.628
H -1.633493 -0.634313 -1.532916 -0.362 1.217 -1.159
H 1.602942 -1.152016 1.255654 -1.753 -1.164 0.386
H -0.155158 -1.963548 1.580707 -0.488 -1.226 0.996
H -0.985840 0.614517 1.730857 1.952 -1.133 -1.401
H 1.970332 1.098938 1.270131 0.072 0.173 -0.158
H 1.437485 3.199686 0.695114 -0.036 0.333 -0.210
N -3.545401 2.601992 1.313487 -0.064 2.843 0.050
C -3.696908 1.455234 1.246529 0.008 0.871 0.140
O -4.031341 0.373815 1.123843 -0.655 -4.001 -0.350
H -3.027326 3.393286 1.577316 0.723 0.257 0.116
```
Positions in Å, forces in eV/Å.

Properties
Structure (SMILES) ... CC1(C)C[C@H]1NC=O.N=C=O
Energy relative to the best compared isomer or geometry (same formula, charge and spin) ... 277.6 kJ/mol
Gap between HOMO and LUMO ... 9.978 eV
Electronic energy ... -533.8542 hartree
LUMO level ... 0.72 eV
HOMO ... -9.3 eV
F_max ... 4.4 eV/Å

Mulliken population analysis, charges in e, atoms 1 to 8:
1 C -1.72
2 C 1.54
3 C -1.78
4 C -1.06
5 C -0.05
6 N -0.09
7 C -0.09
8 O -0.50

3.
Formula: C7H12N2O5
Source: the Open Molecules 2025 dataset
Level of theory: ωB97M-V/def2-TZVPD

The geometry in XYZ format:
```
26
Properties=species:S:1:pos:R:3:forces:R:3
C 1.678681 -0.193380 0.392815 0.463 -0.105 0.179
C 0.164601 -0.438719 0.627419 0.180 0.125 -3.189
C -0.569532 0.969903 0.452318 -1.265 -3.450 2.212
C -0.416472 -1.283715 -0.492425 -0.247 1.024 -2.680
C -1.572970 1.003129 1.611002 -1.176 2.636 0.344
C -1.514482 -0.135564 -2.662367 -1.649 3.184 -0.781
C 3.441928 1.167651 1.072415 1.475 0.975 -2.369
N -1.687416 -0.162012 -1.257973 2.883 -1.055 3.651
N -1.240154 -2.409929 -0.044156 -0.866 1.070 0.714
O 2.411145 -0.591780 -0.499978 -1.751 0.184 1.117
O -1.571729 -3.240239 -0.849797 0.190 -0.374 -0.201
O -1.652942 -2.311791 1.099828 -0.295 -0.861 0.111
O -1.014763 1.049411 -0.822784 -1.263 -0.252 -1.837
O 2.097552 0.708738 1.316011 0.595 0.149 0.230
H -0.301032 -0.932363 1.457690 1.140 0.063 1.287
H 0.080617 1.739814 0.520839 2.179 2.443 0.503
H 0.279805 -1.717055 -1.283046 -0.914 1.031 0.916
H -2.230478 0.130482 1.591503 0.015 0.202 -0.007
H -2.227676 1.990287 1.421211 1.252 -2.178 0.852
H -1.052637 1.041531 2.654530 -0.802 0.103 -2.035
H -2.219929 -0.788717 -3.089509 -0.831 -0.939 -0.614
H -1.812988 0.966451 -2.996860 0.758 -2.333 0.517
H -0.548114 -0.382780 -2.951980 1.825 -0.135 -0.839
H 4.041722 0.284389 0.791095 -0.082 0.444 0.411
H 4.000615 1.746033 1.896151 -1.807 -0.925 -0.953
H 3.436647 1.790225 0.046049 -0.007 -1.026 2.461
```
Positions in Å, forces in eV/Å.

Properties
Energy relative to the best compared isomer or geometry (same formula, charge and spin) ... 829.9 kJ/mol
Gap between HOMO and LUMO ... 9.257 eV
Electronic energy ... -759.3965 hartree
LUMO level ... -0.32 eV
HOMO ... -9.6 eV
F_max ... 4.8 eV/Å

Mulliken population analysis, charges in e, atoms 1 to 8:
1 C 0.05
2 C -0.25
3 C 0.04
4 C -0.35
5 C -1.24
6 C -0.78
7 C -0.64
8 N -0.27

4.
Formula: C7H12N2S2
Source: the Open Molecules 2025 dataset
Level of theory: ωB97M-V/def2-TZVPD

The geometry in XYZ format:
```
23
Properties=species:S:1:pos:R:3:forces:R:3
C -1.585073 1.614043 -3.737187 -0.164 -0.189 0.309
C -1.336453 1.033553 -2.512278 -0.305 0.084 -0.276
N 0.013297 1.186363 -2.314768 0.499 -0.110 0.399
C 0.519636 1.837532 -3.400327 -0.354 0.094 -0.313
N -0.426673 2.112052 -4.284087 0.472 -0.248 0.658
H -2.541303 1.698522 -4.253507 0.405 -0.036 0.219
H -1.979763 0.539623 -1.784078 0.286 0.234 -0.353
H 0.543986 0.868893 -1.499838 -0.354 0.232 -0.584
H 1.577056 2.084712 -3.494497 -0.441 -0.099 0.032
C 0.868596 0.296543 2.805431 0.144 0.292 0.432
C -0.576353 0.269973 2.328321 -0.277 0.397 -0.043
S -1.279163 -1.395966 2.262031 0.054 0.048 -0.075
C -0.123554 -2.150156 1.091791 -0.154 -0.262 -0.380
C 1.321396 -2.123586 1.568901 0.284 -0.457 0.049
S 2.024205 -0.457647 1.635201 -0.096 -0.022 0.009
H 0.959056 -0.197317 3.792031 -0.038 0.203 -0.467
H 1.215986 1.341472 2.918990 -0.165 -0.460 -0.056
H -0.664883 0.753503 1.336451 0.038 -0.202 0.428
H -1.223413 0.826752 3.033130 0.301 -0.245 -0.315
H -0.470943 -3.195086 0.978231 0.168 0.468 0.049
H -0.214013 -1.656296 0.105191 0.041 -0.216 0.421
H 1.409926 -2.607116 2.560771 -0.046 0.247 -0.445
H 1.968456 -2.680366 0.864091 -0.297 0.246 0.305
```
Positions in Å, forces in eV/Å.

Properties
Structure (SMILES) ... c1c[nH]cn1.C1CSCCS1
Energy relative to the best compared isomer or geometry (same formula, charge and spin) ... 47.8 kJ/mol
Gap between HOMO and LUMO ... 9.309 eV
Electronic energy ... -1179.8130 hartree
LUMO level ... 0.51 eV
HOMO ... -8.8 eV
F_max ... 0.8 eV/Å

Mulliken population analysis, charges in e, atoms 1 to 8:
1 C -0.48
2 C -0.12
3 N 0.05
4 C -0.13
5 N -0.58
6 H 0.36
7 H 0.37
8 H 0.18

5.
Formula: C7H12N3O
Source: the Open Molecules 2025 dataset
Level of theory: ωB97M-V/def2-TZVPD

The geometry in XYZ format:
```
23
Properties=species:S:1:pos:R:3:forces:R:3
C -2.962545 -0.203383 1.301460 1.353 -0.856 0.065
C -1.881161 -0.067055 0.498448 0.910 0.425 -0.357
C -2.351177 0.505213 -0.703437 -0.072 -0.717 1.289
C -0.915233 0.736934 -1.235589 -2.631 3.031 -1.273
C -0.402756 0.170294 0.138557 0.744 2.294 2.079
C 0.590461 -0.915266 -0.049459 0.048 -0.007 -0.264
C 0.035408 -2.302054 -0.236985 1.856 3.114 -2.754
N -3.661549 0.645289 -0.675633 1.548 0.079 -1.781
N 3.188011 1.706091 0.599061 1.007 -0.619 -1.988
N 1.832076 -0.543445 -0.109887 -0.799 -0.225 -0.445
O -4.010134 0.100396 0.502606 -1.238 0.018 2.569
H -2.967519 -0.533957 2.371290 -1.068 0.368 -1.384
H -0.831807 0.306199 -2.215358 0.944 -1.154 -0.130
H -0.863919 1.843689 -1.530031 0.772 -1.263 1.149
H 0.095650 0.974602 0.890143 -1.128 -1.507 -2.018
H 0.724956 -2.805383 -0.880766 0.015 -0.629 -0.849
H -0.949991 -2.146469 -0.615077 -0.738 -0.712 -0.007
H 0.178286 -2.734755 0.654373 -0.446 -1.966 3.601
H 3.741267 1.777467 1.428763 -0.026 0.255 0.813
H 3.913056 1.589694 -0.139565 -0.490 -0.181 0.568
H 2.082023 0.495867 0.029695 0.441 -1.169 0.464
H 2.825585 2.594626 0.332005 -0.411 1.065 0.405
H 2.591012 -1.194591 -0.354613 -0.592 0.356 0.246
```
Positions in Å, forces in eV/Å.

Properties
Energy relative to the best compared isomer or geometry (same formula, charge and spin) ... 437.4 kJ/mol
Charge ... +1
Gap between HOMO and LUMO ... 9.231 eV
Electronic energy ... -513.0477 hartree
LUMO level ... -3.97 eV
HOMO ... -13.2 eV
F_max ... 4.6 eV/Å

Mulliken population analysis, charges in e, atoms 1 to 8:
1 C -0.68
2 C -0.33
3 C 0.45
4 C -0.76
5 C 0.52
6 C 0.69
7 C -1.31
8 N -0.52

6.
Formula: C7H12N3O
Source: the Open Molecules 2025 dataset
Level of theory: ωB97M-V/def2-TZVPD

The geometry in XYZ format:
```
23
Properties=species:S:1:pos:R:3:forces:R:3
C -1.301580 3.038029 -0.133946 1.115 2.295 1.214
C -1.849069 1.970308 -0.803540 0.929 0.682 1.042
C -0.138995 2.859766 0.602375 1.227 0.002 0.551
C -0.100569 0.820607 -0.193803 0.109 -2.303 0.411
C 2.213821 -0.809042 -0.399329 1.261 -1.308 0.444
C 0.192762 -1.926376 -1.224539 1.029 1.471 1.996
C -0.659268 -1.748391 1.546719 0.775 -4.340 4.325
N -1.223341 0.790608 -0.817363 0.164 -0.580 -0.377
N 0.509615 1.642173 0.552932 -0.135 0.828 0.174
N 0.797173 -1.080236 -0.174533 -1.346 2.464 2.047
O 0.698291 -1.611950 1.156799 -0.506 -0.005 -1.515
H -1.685042 4.092640 -0.085812 -0.234 -1.485 -0.311
H -2.814068 2.172213 -1.142702 -1.466 -0.760 -1.311
H 0.311926 3.678563 1.271748 -0.675 -1.512 -1.210
H 2.770647 -0.443445 0.482702 -0.893 -0.387 -0.004
H 2.777561 -1.759905 -0.763781 -1.086 1.894 0.209
H 2.130102 0.050338 -1.010683 0.978 0.404 -1.531
H -0.688913 -2.368935 -0.904180 -1.429 -0.876 0.559
H 0.034966 -1.299852 -2.021474 -0.611 1.407 -2.052
H 0.988876 -2.535774 -1.431805 1.298 -2.401 -0.892
H -0.573349 -1.992359 2.741350 0.015 0.638 -2.851
H -1.237889 -2.684963 1.215562 0.996 1.636 -0.287
H -1.153660 -0.854017 1.537302 -1.514 2.237 -0.631
```
Positions in Å, forces in eV/Å.

Properties
Energy relative to the best compared isomer or geometry (same formula, charge and spin) ... 535.1 kJ/mol
Charge ... +1
Gap between HOMO and LUMO ... 10.159 eV
Electronic energy ... -513.0105 hartree
LUMO level ... -4.09 eV
HOMO ... -14.2 eV
F_max ... 6.2 eV/Å

Mulliken population analysis, charges in e, atoms 1 to 8:
1 C -0.30
2 C -0.20
3 C -0.08
4 C 0.62
5 C -0.96
6 C -0.94
7 C -0.76
8 N -0.33

Question: Among the records above, which one has the lowest HOMO?
Answer: number 6

Repeat the third record exactly.
Formula: C7H12N2O5
Source: the Open Molecules 2025 dataset
Level of theory: ωB97M-V/def2-TZVPD

The geometry in XYZ format:
```
26
Properties=species:S:1:pos:R:3:forces:R:3
C 1.678681 -0.193380 0.392815 0.463 -0.105 0.179
C 0.164601 -0.438719 0.627419 0.180 0.125 -3.189
C -0.569532 0.969903 0.452318 -1.265 -3.450 2.212
C -0.416472 -1.283715 -0.492425 -0.247 1.024 -2.680
C -1.572970 1.003129 1.611002 -1.176 2.636 0.344
C -1.514482 -0.135564 -2.662367 -1.649 3.184 -0.781
C 3.441928 1.167651 1.072415 1.475 0.975 -2.369
N -1.687416 -0.162012 -1.257973 2.883 -1.055 3.651
N -1.240154 -2.409929 -0.044156 -0.866 1.070 0.714
O 2.411145 -0.591780 -0.499978 -1.751 0.184 1.117
O -1.571729 -3.240239 -0.849797 0.190 -0.374 -0.201
O -1.652942 -2.311791 1.099828 -0.295 -0.861 0.111
O -1.014763 1.049411 -0.822784 -1.263 -0.252 -1.837
O 2.097552 0.708738 1.316011 0.595 0.149 0.230
H -0.301032 -0.932363 1.457690 1.140 0.063 1.287
H 0.080617 1.739814 0.520839 2.179 2.443 0.503
H 0.279805 -1.717055 -1.283046 -0.914 1.031 0.916
H -2.230478 0.130482 1.591503 0.015 0.202 -0.007
H -2.227676 1.990287 1.421211 1.252 -2.178 0.852
H -1.052637 1.041531 2.654530 -0.802 0.103 -2.035
H -2.219929 -0.788717 -3.089509 -0.831 -0.939 -0.614
H -1.812988 0.966451 -2.996860 0.758 -2.333 0.517
H -0.548114 -0.382780 -2.951980 1.825 -0.135 -0.839
H 4.041722 0.284389 0.791095 -0.082 0.444 0.411
H 4.000615 1.746033 1.896151 -1.807 -0.925 -0.953
H 3.436647 1.790225 0.046049 -0.007 -1.026 2.461
```
Positions in Å, forces in eV/Å.

Properties
Energy relative to the best compared isomer or geometry (same formula, charge and spin) ... 829.9 kJ/mol
Gap between HOMO and LUMO ... 9.257 eV
Electronic energy ... -759.3965 hartree
LUMO level ... -0.32 eV
HOMO ... -9.6 eV
F_max ... 4.8 eV/Å

Mulliken population analysis, charges in e, atoms 1 to 8:
1 C 0.05
2 C -0.25
3 C 0.04
4 C -0.35
5 C -1.24
6 C -0.78
7 C -0.64
8 N -0.27

Question: What is the formula in the sixth record?
Answer: C7H12N3O